[1]
Density functional theory data (wB97M-V/def2-TZVPD) for a 6-piece molecular cluster, C24H42N6 overall in a non-equilibrium geometry.

Summary:
SMILES = CCCC#N.CCCC#N.CCCC#N.CCCC#N.CCCC#N.CCCC#N
Gap between HOMO and LUMO = 11.7054 eV
Energy = -1268.13931 Eh
F_max = 0.04453 hartree/bohr

Geometry as ORCA input:
```
! RIJCOSX wB97M-V def2-TZVPD def2/J DEFGRID3
* xyz 0 1
C 1.453 -3.862 18.083
C 0.351 -2.846 17.931
C -0.797 -3.073 18.932
C -1.433 -4.347 18.646
N -1.754 -5.425 18.446
H 2.167 -3.891 17.276
H 0.933 -4.829 18.043
H 1.927 -3.826 19.045
H -0.153 -2.840 16.954
H 0.811 -1.875 18.101
H -1.529 -2.246 18.869
H -0.464 -3.170 19.946
C 5.204 -4.726 20.193
C 4.013 -5.624 20.314
C 4.050 -6.357 21.624
C 3.694 -5.491 22.793
N 3.445 -4.931 23.774
H 6.158 -5.203 20.266
H 5.176 -3.951 20.954
H 5.122 -4.213 19.221
H 4.110 -6.300 19.478
H 3.042 -5.153 20.180
H 5.101 -6.629 21.838
H 3.489 -7.258 21.647
C 9.096 3.007 17.803
C 9.200 3.766 19.142
C 8.141 4.855 19.331
C 6.856 4.205 19.578
N 5.901 3.597 19.651
H 9.324 3.789 17.035
H 8.104 2.594 17.626
H 9.867 2.217 17.777
H 10.190 4.207 19.234
H 9.151 3.083 19.979
H 7.971 5.491 18.441
H 8.369 5.502 20.179
C 3.525 -1.294 19.660
C 3.941 0.048 20.215
C 5.470 0.193 20.325
C 5.953 -0.803 21.326
N 6.214 -1.554 22.173
H 2.483 -1.336 19.407
H 3.798 -2.065 20.396
H 4.070 -1.491 18.735
H 3.491 0.179 21.191
H 3.651 0.836 19.502
H 5.698 1.191 20.713
H 5.870 0.116 19.318
C 0.148 0.709 19.547
C 0.538 2.180 19.809
C -0.709 2.889 20.395
C -1.809 2.997 19.498
N -2.762 3.160 18.866
H -0.823 0.606 19.079
H 0.142 0.114 20.446
H 0.922 0.227 18.913
H 0.861 2.771 18.949
H 1.347 2.235 20.521
H -0.443 3.924 20.623
H -1.053 2.439 21.343
C 3.369 -0.822 25.464
C 2.757 -1.135 24.106
C 2.134 0.216 23.517
C 1.037 0.730 24.343
N 0.173 1.152 24.980
H 2.640 -0.331 26.102
H 4.189 -0.142 25.279
H 3.815 -1.697 25.974
H 2.012 -1.942 24.156
H 3.518 -1.384 23.377
H 1.789 0.018 22.514
H 2.843 1.038 23.364
*
```

[2]
Density functional theory data (wB97M-V/def2-TZVPD) for one molecule with the formula C10H11N3 in a non-equilibrium geometry.

Summary:
SMILES = NCc1cccc(-n2cccn2)c1
Gap between HOMO and LUMO = 9.0269 eV
Energy = -551.68601 Eh
F_max = 0.19336 hartree/bohr

Geometry as ORCA input:
```
! RIJCOSX wB97M-V def2-TZVPD def2/J DEFGRID3
* xyz 0 1
N -0.474 -2.521 3.078
C 0.700 -2.029 2.385
C 0.774 -1.559 1.093
C 0.958 -2.373 0.039
C 0.847 -2.211 -1.333
C 0.406 -0.924 -1.550
C 0.189 0.047 -0.625
N -0.404 1.452 -0.803
C -0.143 2.547 -0.099
C -0.844 3.601 -0.613
C -1.474 3.157 -1.693
N -0.913 1.831 -1.835
C 0.563 -0.185 0.780
H -0.589 -3.748 3.118
H -1.250 -2.226 2.245
H 1.174 -1.297 3.149
H 1.319 -2.925 2.565
H 1.234 -3.443 0.262
H 0.605 -2.970 -2.054
H 0.472 -0.521 -2.559
H -0.028 2.592 1.046
H -0.961 4.641 -0.196
H -1.782 3.638 -2.714
H 0.484 0.489 1.743
*
```

[3]
Density functional theory data (wB97M-V/def2-TZVPD) for one molecule with the formula C18H20ClNO5.

Summary:
SMILES = COc1ccc(C(=O)NCCOc2ccccc2Cl)c(OC)c1OC
Gap between HOMO and LUMO = 9.0324 eV
Energy = -1589.02455 Eh
F_max = 0.01384 hartree/bohr

Geometry as ORCA input:
```
! RIJCOSX wB97M-V def2-TZVPD def2/J DEFGRID3
* xyz 0 1
C 5.014 2.281 2.364
O 4.361 1.781 1.223
C 3.275 0.967 1.392
C 2.753 0.634 2.637
C 1.634 -0.163 2.740
C 0.991 -0.662 1.614
C -0.243 -1.469 1.859
O -0.860 -1.383 2.904
N -0.575 -2.346 0.880
C -1.860 -2.995 0.872
C -2.749 -2.432 -0.241
O -2.818 -1.038 -0.041
C -3.484 -0.266 -0.930
C -4.216 -0.733 -2.016
C -4.862 0.157 -2.860
C -4.789 1.519 -2.637
C -4.061 2.002 -1.561
C -3.416 1.119 -0.719
Cl -2.494 1.696 0.626
C 1.510 -0.341 0.355
O 0.920 -0.828 -0.797
C 0.274 0.149 -1.599
C 2.659 0.457 0.236
O 3.069 0.702 -1.048
C 4.443 0.869 -1.323
H 4.353 2.918 2.960
H 5.409 1.475 2.989
H 5.842 2.879 1.984
H 3.212 1.010 3.537
H 1.220 -0.406 3.706
H -0.085 -2.262 -0.001
H -1.745 -4.074 0.731
H -2.314 -2.796 1.846
H -3.747 -2.887 -0.190
H -2.305 -2.650 -1.224
H -4.291 -1.792 -2.207
H -5.426 -0.226 -3.696
H -5.294 2.208 -3.296
H -3.990 3.061 -1.371
H -0.145 -0.390 -2.448
H 0.980 0.901 -1.953
H -0.530 0.635 -1.039
H 4.788 1.874 -1.070
H 5.050 0.134 -0.790
H 4.542 0.709 -2.397
*
```

[4]
Density functional theory data (wB97M-V/def2-TZVPD) for a 12-piece molecular cluster, C16H56N2O12 overall in a non-equilibrium geometry.

Summary:
SMILES = NC(N)=O.CC(C)O.CC(C)O.CC(C)O.CC(C)O.CC(C)O.O.O.O.O.O.O
Gap between HOMO and LUMO = 9.6793 eV
Energy = -1655.49417 Eh
F_max = 0.08187 hartree/bohr

Geometry as ORCA input:
```
! RIJCOSX wB97M-V def2-TZVPD def2/J DEFGRID3
* xyz 0 1
N -6.753 0.157 -0.435
C -6.477 -0.656 -1.415
N -5.355 -1.273 -1.210
O -7.226 -0.872 -2.336
H -6.057 0.257 0.289
H -7.649 0.609 -0.549
H -5.233 -2.061 -1.828
H -4.868 -1.136 -0.336
C -0.067 -3.083 -6.049
C 1.325 -3.602 -5.880
C 1.741 -4.227 -7.220
O 2.056 -2.384 -5.694
H -0.266 -2.226 -6.692
H -0.435 -2.831 -5.054
H -0.711 -3.890 -6.398
H 1.426 -4.200 -4.973
H 1.473 -3.721 -8.147
H 1.166 -5.151 -7.269
H 2.805 -4.447 -7.134
H 2.993 -2.593 -5.697
C -1.111 0.888 6.512
C -2.136 0.163 7.415
C -2.893 1.308 8.114
O -3.088 -0.561 6.739
H -0.662 0.200 5.796
H -0.334 1.298 7.157
H -1.646 1.654 5.950
H -1.668 -0.560 8.083
H -3.740 0.911 8.673
H -3.434 2.038 7.511
H -2.256 1.910 8.762
H -3.966 -0.175 6.792
C 2.581 3.467 2.397
C 3.696 4.381 1.885
C 4.485 5.084 3.033
O 4.529 3.578 1.116
H 1.859 4.013 3.004
H 3.236 2.805 2.963
H 2.097 2.821 1.664
H 3.215 5.172 1.310
H 3.953 5.732 3.730
H 5.084 5.794 2.463
H 5.067 4.315 3.541
H 4.002 3.005 0.556
C 1.567 3.364 -4.481
C 0.796 4.628 -4.140
C 1.488 5.930 -4.565
O -0.310 4.443 -4.956
H 0.982 2.451 -4.597
H 2.373 3.152 -3.779
H 2.076 3.409 -5.443
H 0.551 4.653 -3.079
H 0.812 6.649 -4.102
H 1.531 6.080 -5.644
H 2.441 6.019 -4.044
H -0.097 4.894 -5.776
C -0.266 -1.663 0.615
C -0.418 -1.355 -0.873
C -0.995 0.076 -1.057
O 0.862 -1.579 -1.469
H -1.234 -1.775 1.104
H 0.432 -0.993 1.117
H 0.344 -2.555 0.757
H -1.089 -2.185 -1.093
H -1.012 0.264 -2.131
H -0.254 0.769 -0.658
H -1.911 0.290 -0.506
H 0.742 -1.476 -2.416
O 3.804 0.392 -0.977
H 2.998 -0.091 -1.162
H 4.463 -0.018 -1.538
O -2.404 -5.301 2.977
H -3.212 -5.814 2.949
H -2.376 -4.945 3.865
O 4.454 -1.597 3.423
H 3.835 -1.549 2.694
H 3.940 -1.950 4.150
O 2.270 -5.014 -0.574
H 1.823 -4.199 -0.804
H 1.585 -5.682 -0.612
O 0.160 -7.377 1.772
H -0.295 -6.595 2.085
H 0.317 -7.895 2.562
O -3.931 0.657 2.719
H -4.143 0.154 3.505
H -3.457 1.422 3.044
*
```

[5]
Density functional theory data (wB97M-V/def2-TZVPD) for a 2-piece molecular cluster, C3H9N3O2 overall.

Summary:
SMILES = CC(=O)O.N=C(N)N
Gap between HOMO and LUMO = 9.2484 eV
Energy = -434.49543 Eh
F_max = 0.00892 hartree/bohr

Geometry as ORCA input:
```
! RIJCOSX wB97M-V def2-TZVPD def2/J DEFGRID3
* xyz 0 1
C 0.451 3.212 0.825
C -0.004 1.878 0.325
O 0.631 1.092 -0.332
O -1.272 1.632 0.710
H -0.125 3.978 0.303
H 1.510 3.374 0.674
H 0.193 3.305 1.879
H -1.537 0.771 0.352
N -0.866 -3.413 -0.511
C -0.044 -2.436 -0.516
N 0.280 -1.605 -1.571
N 0.713 -2.162 0.635
H -1.300 -3.499 -1.428
H -0.405 -1.563 -2.307
H 0.700 -0.729 -1.291
H 0.749 -1.169 0.832
H 0.326 -2.666 1.420
*
```

[6]
Density functional theory data (wB97M-V/def2-TZVPD) for C30H28BCl4FInN3O3 as an isolated structure.

Summary:
Gap between HOMO and LUMO = 7.5529 eV
Energy = -3705.75213 Eh
F_max = 0.01364 hartree/bohr

Geometry as ORCA input:
```
! RIJCOSX wB97M-V def2-TZVPD def2/J DEFGRID3
* xyz 0 1
In -0.082 1.874 0.012
Cl 4.974 2.259 0.527
C 3.810 2.290 1.816
C 4.268 2.243 3.144
C 3.394 2.254 4.190
Cl 3.999 2.212 5.823
C 1.999 2.293 3.952
C 1.000 2.264 4.951
C -0.320 2.276 4.600
C -0.665 2.314 3.237
N 0.245 2.348 2.296
C 1.562 2.336 2.615
C 2.465 2.352 1.492
O 2.013 2.414 0.279
H 5.332 2.197 3.329
H 1.298 2.227 5.990
H -1.099 2.245 5.349
H -1.699 2.310 2.910
C 2.484 1.342 -2.651
C 1.156 1.883 -3.045
N 0.207 2.325 -2.241
C -0.849 2.731 -3.036
C -0.528 2.539 -4.336
N 0.743 2.001 -4.325
H 2.570 1.335 -1.567
H 3.285 1.971 -3.043
H 2.617 0.330 -3.036
H -1.756 3.120 -2.602
H -1.071 2.720 -5.245
H 1.283 1.741 -5.131
Cl 0.348 5.017 -0.126
C 0.163 6.751 0.184
Cl 1.329 7.342 1.369
H -0.834 6.923 0.571
H 0.326 7.271 -0.751
C 1.085 -6.986 -1.372
C -0.252 -6.233 -1.304
C -0.789 -6.084 -2.727
C -1.262 -7.055 -0.493
C -0.028 -4.876 -0.630
C 0.429 -4.836 0.693
C 0.677 -3.647 1.372
C 0.455 -2.480 0.677
O 0.593 -1.178 1.097
B 0.217 -0.374 0.012
O -0.150 -1.204 -1.067
C 0.007 -2.499 -0.624
C -0.248 -3.671 -1.303
H 0.951 -7.952 -1.865
H 1.493 -7.166 -0.376
H 1.820 -6.410 -1.937
H -0.930 -7.074 -3.166
H -0.093 -5.535 -3.365
H -1.753 -5.571 -2.742
H -1.434 -8.021 -0.973
H -2.218 -6.531 -0.426
H -0.910 -7.242 0.522
H 0.599 -5.766 1.220
H 1.022 -3.638 2.397
H -0.618 -3.630 -2.318
F -6.330 2.724 0.170
C -4.984 2.605 0.136
C -4.428 1.359 -0.055
C -3.040 1.256 -0.089
C -2.203 2.369 0.063
C -2.828 3.602 0.258
C -4.212 3.736 0.296
H -5.070 0.495 -0.173
H -2.612 0.270 -0.245
H -2.228 4.495 0.388
H -4.692 4.695 0.448
*
```

Q: What is the energy in the fifth record?
A: -434.49543 Eh